This record from the Open Molecules 2025 dataset describes a gas-phase ion, C5H13N2 (charge +1) at a distorted geometry. The level of theory is wB97M-V/def2-TZVPD.

The calculation puts the energy above the lowest of the compared OMol25 structures with the same formula, charge and spin at 39.0 kcal/mol. Its frontier orbital gap is 9.1 eV. Its spin multiplicity is 1. For the HOMO energy, the calculation gives -12.4514 eV. Its charge is +1.

```
20
C5H13N2 (wB97M-V/def2-TZVPD)
C 2.309 -0.118 -0.638
C 1.389 -0.700 0.142
N 1.527 -2.000 0.648
C 0.255 0.087 0.778
C -1.067 0.091 0.029
C -2.173 0.805 0.778
N -0.797 0.854 -1.294
H 2.150 0.851 -1.080
H 3.177 -0.711 -0.901
H 0.835 -2.665 0.325
H 2.442 -2.421 0.562
H 0.089 -0.335 1.770
H 0.622 1.093 1.017
H -1.270 -0.908 -0.356
H -1.883 1.840 0.958
H -3.093 0.784 0.188
H -2.353 0.314 1.729
H -1.676 1.069 -1.763
H -0.118 0.318 -1.839
H -0.364 1.750 -1.054
```

=====

This record from the Open Molecules 2025 dataset describes a gas-phase ion, C5H13N2 (charge +1) at a distorted geometry. The level of theory is wB97M-V/def2-TZVPD.

The calculation puts the energy above the lowest of the compared OMol25 structures with the same formula, charge and spin at 78.6 kcal/mol. Its frontier orbital gap is 11.2 eV. Its spin multiplicity is 1. For the HOMO energy, the calculation gives -14.4019 eV. Its charge is +1.

```
20
C5H13N2 (wB97M-V/def2-TZVPD)
C -0.361 2.360 0.172
N -0.187 1.154 0.460
C 0.026 0.129 -0.508
C -1.249 -0.731 -0.608
C -2.169 -0.731 0.620
N 1.233 -0.527 0.131
C 2.553 0.233 -0.114
H -0.428 2.912 1.092
H -0.206 2.789 -0.756
H 0.357 0.415 -1.625
H -0.864 -1.760 -0.881
H -1.605 -0.428 -1.620
H -2.450 0.211 1.034
H -3.097 -1.303 0.198
H -1.864 -1.321 1.438
H 1.384 -1.494 -0.196
H 1.139 -0.612 1.234
H 2.503 1.268 -0.163
H 3.180 -0.236 0.572
H 3.078 -0.156 -1.068
```

=====

This record from the Open Molecules 2025 dataset describes a molecular structure, C5H13N2 at a distorted geometry. The level of theory is wB97M-V/def2-TZVPD.

The calculation puts the energy above the lowest of the compared OMol25 structures with the same formula, charge and spin at 330.9 kcal/mol. Its frontier orbital gap is 6.8 eV. Its spin multiplicity is 1. For the HOMO energy, the calculation gives -13.9305 eV. Its charge is +1.

```
20
C5H13N2 (wB97M-V/def2-TZVPD)
C -0.273 -0.159 -2.640
C -0.815 -1.441 -1.859
C -0.368 -0.917 -0.161
C -0.630 0.570 -0.296
N -0.165 1.350 0.841
C 1.050 0.845 1.320
N 1.092 -0.451 2.148
H 1.977 1.272 0.780
H 0.387 -0.490 -3.374
H -1.155 -0.122 -3.222
H -1.890 -1.349 -1.704
H -0.660 -2.517 -1.974
H 0.848 -1.142 -0.238
H -0.839 -1.433 0.723
H -0.056 0.538 -1.285
H -1.663 1.017 -0.491
H 0.052 2.409 3.386
H 1.321 0.825 2.417
H 1.938 -1.017 1.994
H -0.538 2.321 3.881
```